[1]
3 unconnected molecules or ions with the total composition C25H54BF5N3O2 at a distorted geometry, computed with wB97M-V/def2-TZVPD.

Summary:
charge	+1
LUMO energy	-3.53	eV
HOMO level	-9.51	eV
strongest force on any atom	0.110	Eh/bohr
Kohn-Sham gap	5.98	eV
total energy	-1823.3995	hartree

Each line ends with the Löwdin charge.
Atoms and positions in Å:
F1 -0.669 0.784 0.868  0.042
F2 -0.816 0.068 3.181  0.010
F3 1.454 2.574 1.436  0.026
F4 1.477 1.987 3.832  0.044
F5 -0.483 3.033 2.754  0.045
O1 0.753 -4.142 4.915  0.068
O2 1.580 -0.919 0.519  -0.101
N1 -1.816 -1.087 -4.567  -0.186
N2 5.980 6.105 1.275  -0.190
N3 0.754 -2.911 2.662  0.017
C1 0.646 2.053 2.601  -0.131
C2 0.097 0.552 2.114  -0.124
C3 0.664 -2.002 0.162  -0.096
C4 1.420 -0.448 1.899  -0.132
C5 -3.569 -2.873 -4.701  -0.083
C6 5.553 5.200 2.345  -0.250
C7 -4.299 -4.699 -1.218  -0.215
C8 -1.574 -3.004 4.268  0.000
C9 -0.952 -0.297 -3.683  -0.250
C10 -2.704 -4.931 -0.858  -0.204
C11 5.300 7.402 1.212  -0.270
C12 -5.235 -5.012 0.109  -0.247
C13 6.161 5.479 -0.038  -0.252
C14 -2.224 -0.416 -5.802  -0.245
C15 -5.912 -3.619 0.676  -0.152
C16 -3.346 0.612 -5.713  -0.086
C17 5.371 8.200 2.510  -0.092
C18 4.082 4.803 2.392  -0.096
C19 -1.592 0.855 -2.917  -0.088
C20 -0.078 -2.760 1.412  -0.224
C21 -2.861 -1.822 -3.851  -0.275
C22 1.523 -1.634 3.037  -0.002
C23 4.907 5.070 -0.803  -0.094
C24 -0.713 -4.145 0.811  -0.116
C25 -2.172 -3.720 0.113  -0.180
B1 -0.002 -3.319 3.910  -0.382
H1 -0.502 -0.981 -2.951  0.088
H2 -2.004 -2.694 -0.438  0.110
H3 4.451 4.173 -0.380  0.050
H4 1.613 -3.693 5.163  0.122
H5 -1.794 1.708 -3.567  0.061
H6 -2.084 -4.967 -1.857  0.120
H7 4.250 7.294 0.920  0.095
H8 -4.258 -3.453 -4.078  0.056
H9 3.411 5.655 2.252  0.073
H10 -1.006 -2.069 1.707  0.160
H11 -0.100 0.090 -4.257  0.117
H12 -2.519 0.562 -2.419  0.068
H13 -0.141 -1.552 -0.575  0.140
H14 3.844 4.044 1.645  0.040
H15 4.940 9.195 2.359  0.075
H16 -4.159 -2.419 -5.503  0.071
H17 -6.131 -5.744 -0.132  0.114
H18 -1.348 0.059 -6.266  0.119
H19 -5.484 -3.396 1.749  0.066
H20 5.812 5.659 3.306  0.103
H21 -2.404 -2.354 -3.007  0.093
H22 4.808 7.720 3.317  0.063
H23 4.158 5.865 -0.834  0.068
H24 -2.030 -3.969 4.805  0.119
H25 5.779 8.014 0.438  0.120
H26 -7.079 -3.719 0.796  0.079
H27 1.266 -2.825 -0.440  0.160
H28 1.153 -1.282 4.108  0.170
H29 6.163 4.287 2.315  0.115
H30 2.675 -1.913 3.181  0.184
H31 6.814 4.603 0.063  0.111
H32 -4.692 -5.411 -2.075  0.120
H33 -2.852 -3.570 -5.147  0.084
H34 -2.994 1.561 -5.306  0.056
H35 -2.264 -2.850 3.307  0.083
H36 -0.975 -4.967 1.599  0.134
H37 3.853 4.367 3.370  0.069
H38 -2.988 -3.576 0.957  0.113
H39 -3.611 -1.147 -3.425  0.098
H40 -1.656 -2.061 4.956  0.105
H41 -2.655 -5.943 -0.238  0.125
H42 -4.591 -5.484 0.966  0.099
H43 -4.189 0.264 -5.110  0.070
H44 -0.903 1.206 -2.140  0.063
H45 -5.736 -2.696 -0.057  0.082
H46 -0.047 -4.646 -0.011  0.132
H47 5.171 4.832 -1.839  0.073
H48 -2.522 -1.182 -6.527  0.104
H49 2.353 0.268 2.108  0.192
H50 -4.417 -3.583 -1.565  0.094
H51 -3.730 0.822 -6.717  0.078
H52 1.508 -3.628 2.447  0.217
H53 6.728 6.176 -0.669  0.111
H54 6.408 8.331 2.838  0.081

***

[2]
C8H8OS in the gas phase at a distorted geometry, computed with wB97M-V/def2-TZVPD.

Summary:
LUMO energy	-0.20	eV
HOMO level	-8.09	eV
strongest force on any atom	0.066	Eh/bohr
relative energy (zero: lowest compared OMol25 entry of this formula, charge and spin)	461.3	kJ/mol
Kohn-Sham gap	7.89	eV
SMILES	CC1=C(C#CSO)C=CC1
total energy	-782.8278	hartree

Each line ends with the natural charge from an NBO analysis.
Atoms and positions in Å:
S1 3.006 -0.849 -1.830  0.582
O1 3.207 0.641 -2.604  -0.854
C1 0.331 -0.316 -1.154  0.011
C2 1.402 -0.947 -1.109  -0.368
C3 -0.315 0.191 0.811  0.340
C4 -2.014 -0.027 -0.635  -0.195
C5 -0.670 0.434 -0.546  -0.279
C6 -2.405 -0.653 0.479  -0.202
C7 -1.260 -0.640 1.521  -0.560
C8 0.917 0.958 1.250  -0.681
H1 2.550 0.829 -3.214  0.476
H2 1.586 0.382 1.985  0.224
H3 -2.752 -0.064 -1.435  0.226
H4 -0.988 -1.674 1.305  0.299
H5 1.383 1.184 0.259  0.254
H6 -1.353 -0.475 2.615  0.261
H7 -3.384 -0.976 0.522  0.217
H8 0.760 2.001 1.779  0.252

***

[3]
C18H26N4O2 in the gas phase at a distorted geometry, computed with wB97M-V/def2-TZVPD.

Summary:
LUMO energy	0.28	eV
HOMO level	-8.35	eV
strongest force on any atom	0.021	Eh/bohr
relative energy (zero: lowest compared OMol25 entry of this formula, charge and spin)	163.0	kJ/mol
Kohn-Sham gap	8.64	eV
SMILES	CCN(CC)CCNC(=O)CCc1nn(C)c(=O)c2ccccc12
total energy	-1071.0292	hartree

Each line ends with the natural charge from an NBO analysis.
Atoms and positions in Å:
O1 1.071 -3.355 0.933  -0.639
O2 1.402 3.291 -0.700  -0.623
N1 0.563 -2.123 -0.888  -0.615
N2 -2.631 -0.361 -0.111  -0.455
N3 2.737 1.540 -1.193  -0.230
N4 3.274 0.348 -0.946  -0.227
C1 3.151 2.170 -2.427  -0.407
C2 -0.845 -1.977 -0.608  -0.231
C3 -2.675 2.133 0.332  -0.642
C4 0.762 0.110 3.135  -0.205
C5 1.512 1.484 0.853  -0.130
C6 -2.894 0.704 0.840  -0.208
C7 0.635 2.073 1.766  -0.164
C8 -1.231 -0.498 -0.459  -0.223
C9 2.869 -2.733 -0.537  -0.478
C10 1.849 2.205 -0.375  0.621
C11 -3.496 -0.370 -1.280  -0.211
C12 -4.960 -0.597 -0.921  -0.617
C13 2.972 -0.315 0.121  0.199
C14 0.262 1.390 2.901  -0.209
C15 1.646 -0.475 2.258  -0.135
C16 3.635 -1.657 0.253  -0.422
C17 1.419 -2.784 -0.078  0.680
C18 2.047 0.203 1.098  -0.093
H1 2.929 -2.512 -1.603  0.210
H2 -0.420 1.840 3.606  0.221
H3 -5.399 0.281 -0.456  0.201
H4 4.645 -1.584 -0.152  0.236
H5 2.306 2.243 -3.113  0.209
H6 -1.045 -2.503 0.327  0.240
H7 3.326 -3.704 -0.345  0.237
H8 -0.976 0.040 -1.390  0.162
H9 -3.924 0.594 1.182  0.194
H10 3.943 1.567 -2.864  0.223
H11 -3.168 -1.198 -1.912  0.190
H12 -2.820 2.835 1.149  0.212
H13 -5.044 -1.437 -0.237  0.215
H14 3.695 -1.950 1.299  0.221
H15 -3.398 0.555 -1.875  0.163
H16 -0.627 -0.076 0.345  0.211
H17 -5.526 -0.820 -1.823  0.212
H18 -1.428 -2.446 -1.407  0.186
H19 2.006 -1.471 2.457  0.228
H20 -2.243 0.525 1.701  0.196
H21 -3.382 2.380 -0.456  0.203
H22 0.262 3.061 1.546  0.244
H23 3.507 3.179 -2.217  0.221
H24 0.454 -0.430 4.018  0.222
H25 -1.666 2.258 -0.055  0.212
H26 0.922 -1.636 -1.694  0.394

***

Kohn-Sham gap of number 1 (C25H54BF5N3O2)?
5.98 eV

***

Which of these has the highest Kohn-Sham gap?
C18H26N4O2